No. 1
Entry from the Open Molecules 2025 dataset: the molecule C6H15N2 at a distorted geometry (the ωB97M-V functional and the def2-TZVPD basis).

The geometry in XYZ format:
```
23
Properties=species:S:1:pos:R:3:mulliken_charge:R:1
C -0.75761 -2.51182 -1.49016 -1.502
C -0.32158 -1.42747 -0.51296 -0.243
C -0.05369 -0.11416 -1.22994 -0.723
C 1.18234 0.62426 -0.61232 -1.065
N 0.53074 2.94525 2.33934 -0.479
C 0.92058 2.41125 1.11950 0.155
C 0.96782 1.12636 0.79465 -0.635
N -1.46382 -1.18832 0.48817 -2.110
H 0.09258 -2.64540 -2.16856 0.414
H -0.86730 -3.43023 -0.91234 0.593
H -1.63708 -2.32742 -2.09957 0.414
H 0.49593 -1.82297 0.03851 -0.046
H 0.30833 -0.19556 -2.25533 0.344
H -0.87509 0.59349 -1.17250 0.306
H 1.48555 1.42841 -1.28470 0.432
H 2.00034 -0.09260 -0.56041 0.361
H 0.67243 3.93935 2.39349 0.208
H 0.62276 2.46514 3.21679 0.214
H 1.04113 3.17009 0.35382 0.291
H 0.92461 0.27497 1.46680 0.432
H -2.05598 -2.01503 0.71541 1.041
H -2.09237 -0.49483 0.02019 0.890
H -1.12064 -0.71277 1.35210 0.707
```

Output
Spin multiplicity = 2
Highest occupied orbital energy (spin up / spin down) = -0.1191 / -0.2978 hartree
Orbital gap (spin up / spin down) = 4.25 / 9.02 eV
ΔE to the lowest compared entry with this formula, charge and spin = 219.5 kJ/mol
E_LUMO (spin up / spin down) = 1.0 / 0.9 eV
Total energy = -346.9707 hartree
Charge = 0



No. 2
Entry from the Open Molecules 2025 dataset: the ion C6H15N2 with charge +1 at a distorted geometry (the ωB97M-V functional and the def2-TZVPD basis).

The geometry in XYZ format:
```
23
Properties=species:S:1:pos:R:3:mulliken_charge:R:1
C 0.13286 -0.95865 2.11028 -1.575
C 0.59208 -0.09114 0.95216 0.280
C 0.94051 1.18532 1.19826 -0.169
N 0.62303 2.00002 2.28176 -0.478
C 0.65173 -0.67602 -0.42629 -1.092
C -0.08558 0.04706 -1.56764 0.308
C -0.48132 -0.92830 -2.66632 -1.517
N -1.35260 0.57748 -0.95910 -0.227
H -0.43921 -1.81169 1.72273 0.348
H 1.00390 -1.49286 2.51283 0.306
H -0.40068 -0.52426 2.94860 0.437
H 1.50977 1.76768 0.46958 0.395
H 1.36513 2.56308 2.67242 0.262
H 0.17135 1.48632 3.03444 0.221
H 0.31434 -1.72323 -0.37041 0.432
H 1.67818 -0.97741 -0.68575 0.526
H 0.45499 0.88114 -2.00394 0.298
H -1.29857 -0.46204 -3.23101 0.417
H -0.87163 -1.91619 -2.41770 0.382
H 0.32195 -1.16716 -3.36300 0.393
H -1.08306 1.05934 -0.07901 0.287
H -1.95032 -0.17574 -0.65782 0.368
H -1.79687 1.33724 -1.47508 0.398
```

Output
Spin multiplicity = 1
Highest occupied orbital energy = -0.4363 hartree
Orbital gap = 8.68 eV
ΔE to the lowest compared entry with this formula, charge and spin = 145.2 kJ/mol
E_LUMO = -3.2 eV
SMILES string = C/C(=C\N)C[C@@H](C)[NH3+]
Total energy = -346.8573 hartree
Charge = +1



No. 3
Entry from the Open Molecules 2025 dataset: the ion C6H15N2 with charge +1 at a distorted geometry (the ωB97M-V functional and the def2-TZVPD basis).

The geometry in XYZ format:
```
23
Properties=species:S:1:pos:R:3:mulliken_charge:R:1
C 3.33815 1.24593 -2.31398 -0.921
N 2.06558 1.31280 -1.63034 -0.242
C 1.40145 0.19991 -1.19486 -0.091
C 0.58369 0.20376 -0.12694 -0.501
C -0.49709 -0.83704 0.11516 -0.915
C -1.64347 -0.28629 0.94262 0.334
C -2.92848 -1.06891 0.78331 -1.545
N -1.26570 -0.22969 2.40470 -0.268
H 3.62313 2.25742 -2.57208 0.346
H 4.17996 0.89307 -1.70625 0.317
H 3.25385 0.71988 -3.26025 0.308
H 1.91587 2.12845 -1.05601 0.242
H 1.60567 -0.68785 -1.79807 0.329
H 0.68750 0.98028 0.62542 0.214
H -0.91630 -1.18143 -0.81905 0.460
H -0.08899 -1.77459 0.52990 0.342
H -1.83491 0.72818 0.60494 0.331
H -2.77308 -2.15331 0.65689 0.378
H -3.55071 -0.82887 -0.07388 0.391
H -3.62772 -1.03849 1.63236 0.413
H -0.27263 -0.00365 2.47863 0.338
H -1.46120 -1.09726 2.91940 0.376
H -1.79459 0.51770 2.85838 0.364
```

Output
Spin multiplicity = 1
Highest occupied orbital energy = -0.4061 hartree
Orbital gap = 7.65 eV
ΔE to the lowest compared entry with this formula, charge and spin = 170.9 kJ/mol
E_LUMO = -3.4 eV
SMILES string = CN/C=C/C[C@@H](C)[NH3+]
Total energy = -346.8475 hartree
Charge = +1



No. 4
Entry from the Open Molecules 2025 dataset: the ion C6H15N2 with charge +1 at a distorted geometry (the ωB97M-V functional and the def2-TZVPD basis).

The geometry in XYZ format:
```
23
Properties=species:S:1:pos:R:3:mulliken_charge:R:1
C 1.34018 1.66952 -0.14095 -1.777
C 0.86412 0.18370 -0.04705 1.900
C 1.69546 -0.71312 -0.96323 -1.310
C 1.18970 -0.16271 1.44541 -1.572
C -0.52838 0.05401 -0.40399 -1.022
N -1.35626 -1.34271 -0.53058 -0.270
C -1.94378 -0.17475 0.36540 0.002
N -3.12656 0.37092 0.05863 -0.430
H 1.51228 2.05223 -1.10997 0.444
H 2.34321 1.68040 0.30992 0.436
H 0.87140 2.41098 0.45498 0.454
H 2.04572 -0.26119 -1.94703 0.343
H 2.56792 -1.07135 -0.34602 0.340
H 1.03855 -1.60437 -1.19255 0.307
H 2.33573 -0.02551 1.62803 0.395
H 0.87091 -1.08160 1.91685 0.392
H 0.69103 0.62526 2.18860 0.340
H -0.90491 0.59303 -1.28764 0.400
H -1.52269 -1.44994 -1.50474 0.319
H -0.79637 -2.14199 -0.01960 0.393
H -1.87542 -0.55385 1.38607 0.420
H -3.24227 0.81333 -0.84406 0.210
H -4.06955 0.12972 0.58353 0.286
```

Output
Spin multiplicity = 1
Highest occupied orbital energy = -0.5251 hartree
Orbital gap = 11.30 eV
ΔE to the lowest compared entry with this formula, charge and spin = 315.6 kJ/mol
E_LUMO = -3.0 eV
SMILES string = CC(C)(C)[C@H]1[NH2+][C@@H]1N
Total energy = -346.7924 hartree
Charge = +1



No. 5
Entry from the Open Molecules 2025 dataset: a cluster of 2 separate species, C6H15N2 in total at a distorted geometry (the ωB97M-V functional and the def2-TZVPD basis).

The geometry in XYZ format:
```
23
Properties=species:S:1:pos:R:3:mulliken_charge:R:1
C 1.14082 -1.94030 1.11799 -1.227
C -0.39345 -1.85856 1.11373 0.613
C -0.01982 1.12156 -0.82674 0.450
C -1.03433 -1.02081 1.85437 -1.098
C -1.07648 -2.77199 0.08644 -1.016
C 0.42663 3.33157 -1.88481 -0.746
N 0.19383 1.48419 0.40179 -0.201
N 0.24027 1.79692 -1.91083 -0.202
H 1.57915 -0.91320 1.48214 0.263
H 1.44853 -2.61668 1.87561 0.380
H -2.07032 -1.08385 2.03932 0.292
H -0.24113 0.10744 -0.94980 0.243
H -0.63100 -0.30716 2.56084 0.501
H -1.50763 -2.09675 -0.75169 0.215
H -1.79079 -3.42438 0.51342 0.376
H -0.18770 -3.27269 -0.33264 0.345
H 1.34866 3.39237 -2.38491 0.357
H -0.29803 3.95648 -2.39805 0.276
H 0.52323 3.54025 -0.84790 0.272
H 0.11036 0.91266 1.27179 0.027
H 0.40167 2.42988 0.60715 0.108
H 0.29735 1.29898 -2.81476 0.290
H 1.54017 -2.06592 0.17753 0.482
```

Output
Spin multiplicity = 1
Highest occupied orbital energy = -0.4789 hartree
Orbital gap = 9.73 eV
ΔE to the lowest compared entry with this formula, charge and spin = 230.6 kJ/mol
E_LUMO = -3.3 eV
Total energy = -346.8247 hartree
Charge = +1



No. 6
Entry from the Open Molecules 2025 dataset: a cluster of 2 separate species, C6H15N2 in total at a distorted geometry (the ωB97M-V functional and the def2-TZVPD basis).

The geometry in XYZ format:
```
23
Properties=species:S:1:pos:R:3:mulliken_charge:R:1
C 1.69565 -2.69882 0.20938 -1.138
C 1.48088 -1.32295 0.90171 -0.630
C 0.07121 -0.81808 0.83926 -0.263
N -1.95573 1.51695 -1.16645 -0.429
C -1.63893 0.52054 -0.24959 -0.219
C -0.42893 -0.19937 -0.29536 0.640
C 0.25340 -0.25297 -1.64790 -1.435
N 0.16133 2.63612 1.26693 -0.611
H 2.69862 -2.83236 -0.16306 0.353
H 1.37324 -3.57984 0.75568 0.343
H 1.75021 -1.23470 1.94632 0.451
H 2.04145 -0.51719 0.38381 0.331
H 0.29450 2.98430 2.20768 0.256
H -0.57577 -0.80419 1.72284 0.474
H -2.96370 1.55363 -1.32978 0.305
H -1.71247 2.45088 -0.83928 0.327
H -2.39856 0.19574 0.47016 0.336
H 0.40916 0.79629 -1.94229 0.390
H -0.41998 -0.72025 -2.37175 0.334
H 1.21856 -0.74642 -1.73094 0.399
H 1.06551 -2.67304 -0.69829 0.330
H 0.93509 2.85440 0.65370 0.241
H 0.12493 1.62667 1.35114 0.214
```

Output
Spin multiplicity = 1
Highest occupied orbital energy = -0.5138 hartree
Orbital gap = 7.81 eV
ΔE to the lowest compared entry with this formula, charge and spin = 281.2 kJ/mol
E_LUMO = -6.2 eV
Total energy = -346.8055 hartree
Charge = +1



No. 7
Entry from the Open Molecules 2025 dataset: the ion C6H15N2 with charge +1 at a distorted geometry (the ωB97M-V functional and the def2-TZVPD basis).

The geometry in XYZ format:
```
23
Properties=species:S:1:pos:R:3:mulliken_charge:R:1
C 0.24159 2.68978 2.39296 -0.792
C -0.68547 2.23291 1.57906 -0.264
C -0.57771 0.91799 0.79519 -0.400
C 0.46855 1.13906 -0.33179 -0.678
N 0.83700 -0.08835 -1.06857 -0.367
C 1.00956 -1.37816 -0.40523 -0.348
C 0.13792 -2.43297 -1.02912 -0.725
N -1.16849 -1.82524 -1.41056 -0.256
H 0.15125 3.60837 2.95322 0.284
H 1.15899 2.13251 2.56074 0.247
H -1.63071 2.73270 1.39558 0.315
H -1.52533 0.56767 0.39841 0.326
H -0.17639 0.24058 1.55185 0.262
H 1.34561 1.71145 -0.03932 0.531
H -0.07644 1.75973 -1.05738 0.242
H 1.62901 0.13253 -1.65438 0.215
H 2.07006 -1.63932 -0.40903 0.463
H 0.83333 -1.31224 0.66991 0.205
H -0.08037 -3.30661 -0.40957 0.372
H 0.54021 -2.94915 -1.90204 0.347
H -1.57861 -2.19847 -2.26964 0.358
H -1.03400 -0.82833 -1.61674 0.301
H -1.88957 -1.90644 -0.69355 0.362
```

Output
Spin multiplicity = 1
Highest occupied orbital energy = -0.4653 hartree
Orbital gap = 9.26 eV
ΔE to the lowest compared entry with this formula, charge and spin = 206.7 kJ/mol
E_LUMO = -3.4 eV
SMILES string = C=CCCNCC[NH3+]
Total energy = -346.8339 hartree
Charge = +1



No. 8
Entry from the Open Molecules 2025 dataset: a cluster of 3 separate species, C6H15N2 in total at a distorted geometry (the ωB97M-V functional and the def2-TZVPD basis).

The geometry in XYZ format:
```
23
Properties=species:S:1:pos:R:3:mulliken_charge:R:1
N 0.99141 -2.94095 -2.69674 -0.613
C 3.56184 5.37245 0.91368 -0.406
C 2.47947 5.43466 0.08497 -0.407
N -0.44237 -2.13851 -0.03596 0.007
C -0.86722 -2.35235 1.39341 -0.433
C -2.23554 -1.64195 1.48001 -0.482
C -2.21983 -0.66325 0.30937 -0.565
C -1.56097 -1.53139 -0.76966 -0.419
H 0.65574 -2.69442 -1.78534 0.325
H 1.63967 -3.67240 -2.49739 0.255
H 1.40647 -2.25026 -3.27745 0.236
H 4.26700 6.19067 0.94739 0.258
H 3.50895 4.41315 1.38288 0.214
H 1.51658 4.59435 0.32247 0.071
H 2.18057 6.10527 -0.73555 0.271
H -0.09665 -1.88613 1.98194 0.346
H -0.93195 -3.42155 1.59477 0.347
H -3.07576 -2.38693 1.29500 0.277
H -2.49611 -1.28673 2.51106 0.374
H -1.60719 0.25556 0.47244 0.307
H -3.22580 -0.33439 -0.02918 0.360
H -1.18892 -0.97368 -1.64348 0.328
H -2.25940 -2.19121 -1.21864 0.350
```

Output
Spin multiplicity = 1
Highest occupied orbital energy = -0.4279 hartree
Orbital gap = 2.74 eV
ΔE to the lowest compared entry with this formula, charge and spin = 753.1 kJ/mol
E_LUMO = -8.9 eV
Total energy = -346.6257 hartree
Charge = +1



No. 9
Entry from the Open Molecules 2025 dataset: the ion C6H15N2O with charge +1 (the ωB97M-V functional and the def2-TZVPD basis).

The geometry in XYZ format:
```
24
Properties=species:S:1:pos:R:3:mulliken_charge:R:1
N -1.76378 -0.54404 -2.13247 -0.491
C -0.60704 -1.33887 -1.74588 -0.646
C 0.60095 -0.45324 -1.47431 -0.577
N 0.59456 0.23994 -0.13391 -0.104
C -0.68916 0.92814 0.26692 -0.498
C -0.44713 1.67533 1.56416 -0.660
O -0.03565 0.80190 2.59247 -0.355
C 1.17901 0.16912 2.25901 -0.593
C 1.02827 -0.65520 0.99400 -0.480
H -2.62275 -1.07111 -2.03015 0.226
H -1.70526 -0.26426 -3.10658 0.227
H -0.28814 -2.07178 -2.49407 0.393
H -0.85568 -1.91777 -0.85256 0.398
H 1.51620 -1.04300 -1.49280 0.365
H 0.67883 0.33032 -2.22780 0.385
H 1.29036 0.98881 -0.18868 0.395
H -1.43551 0.14863 0.39624 0.402
H -1.00117 1.57968 -0.54358 0.410
H -1.37366 2.14517 1.88867 0.368
H 0.29792 2.47187 1.41537 0.374
H 1.98185 0.91060 2.13645 0.357
H 1.44662 -0.48247 3.08784 0.380
H 1.96066 -1.14032 0.70957 0.396
H 0.24968 -1.40744 1.11209 0.329
```

Output
Spin multiplicity = 1
Highest occupied orbital energy = -0.4972 hartree
Orbital gap = 10.69 eV
ΔE to the lowest compared entry with this formula, charge and spin = 14.6 kJ/mol
E_LUMO = -2.8 eV
SMILES string = NCC[NH+]1CCOCC1
Total energy = -422.1140 hartree
Charge = +1



No. 10
Entry from the Open Molecules 2025 dataset: a cluster of 2 separate species, C6H15N2O in total at a distorted geometry (the ωB97M-V functional and the def2-TZVPD basis).

The geometry in XYZ format:
```
24
Properties=species:S:1:pos:R:3:mulliken_charge:R:1
C 1.24601 -1.10720 -1.04431 -0.339
C 0.16142 -0.75894 -0.72946 -1.167
C -1.62379 -2.01984 0.40139 -1.345
C -1.82626 -0.80357 -1.80249 -1.692
C 2.75984 2.20356 1.22770 -0.873
C -1.26028 -0.68463 -0.38086 1.819
N 1.92860 1.03142 0.93206 -0.020
N -1.55870 0.62485 0.21365 -0.563
O 0.81698 1.49147 0.19589 -0.437
H 2.31140 0.26009 0.31701 0.280
H 2.12362 -1.42570 -1.47805 0.602
H -2.53812 -2.46750 -0.01627 0.358
H -1.90778 -1.88664 1.52269 0.338
H -0.89007 -2.81793 0.32142 0.356
H -1.42751 -0.08900 -2.58896 0.403
H -1.65115 -1.88137 -2.22314 0.383
H -2.93904 -0.66200 -1.82015 0.429
H 3.51189 2.40598 0.43833 0.304
H 2.12804 3.00073 1.42769 0.390
H 3.38483 2.01665 2.12848 0.356
H 1.58639 0.70372 1.83915 0.339
H -2.07041 1.23756 -0.41694 0.282
H -0.14512 1.09557 0.44917 0.520
H -2.12079 0.53272 1.08598 0.277
```

Output
Spin multiplicity = 1
Highest occupied orbital energy = -0.5071 hartree
Orbital gap = 10.85 eV
ΔE to the lowest compared entry with this formula, charge and spin = 426.9 kJ/mol
E_LUMO = -2.9 eV
Total energy = -421.9570 hartree
Charge = +1